1 | Below is 2 unconnected molecules or ions with the total composition CH3N3S2, with properties calculated with wB97M-V/def2-TZVPD.

Cartesian coordinates (Å):
C -1.7763 1.3543 0.3687
N -0.8870 0.6535 0.8565
N -0.8342 -0.6143 0.8319
N 0.7031 -0.8987 -0.5396
S -3.0517 0.4645 -0.5771
S -2.3431 -1.3096 0.1851
H -2.0030 2.4169 0.6568
H 0.1370 -1.6330 -0.8759
H 1.5156 -1.3828 -0.1665

Calculated values
LUMO level (spin up / spin down) = -0.188 / -1.012 eV
Kohn-Sham gap (spin up / spin down) = 7.80 / 7.76 eV
Net charge = 0
HOMO energy (spin up / spin down) = -7.99 / -8.77 eV

Mulliken charges in e: 0.09 -0.13 -0.21 -0.44 -0.10 0.00 0.35 0.22 0.21

2 | Below is CH3N3S2 in the gas phase, with properties calculated with wB97M-V/def2-TZVPD.

Cartesian coordinates (Å):
C 0.7559 -0.5243 0.8486
N -0.1789 -1.3657 0.6689
N 0.9158 0.6986 0.2260
N -1.4643 0.4557 -0.6836
S -1.5552 -1.1935 -0.1368
S 0.0962 0.9044 -1.2761
H 1.5604 -0.6618 1.5569
H 1.8876 0.8927 0.2478
H -2.0175 0.7939 -1.4516

Calculated values
LUMO level = 0.445 eV
Kohn-Sham gap = 8.33 eV
Net charge = 0
HOMO energy = -7.88 eV
SMILES = c1ns[nH]s[nH]1

Mulliken charges in e: 0.11 -0.40 -0.33 -0.38 0.11 0.00 0.32 0.29 0.28

Stability check: which of them is most stable? 2.

1 | Below is 5 unconnected molecules or ions with the total composition CH11O5, with properties calculated with wB97M-V/def2-TZVPD.

Cartesian coordinates (Å):
C -0.2781 -1.4237 0.6423
O -0.7522 -0.8616 -0.5725
H -0.6099 -0.8170 1.4969
H 0.8077 -1.5037 0.6672
H -0.7242 -2.4130 0.7894
H -1.5377 -2.3602 -1.0287
H -2.8280 -2.5950 -1.8269
O -2.1042 -3.0692 -1.4141
H -0.2612 0.0273 -0.6510
H -0.1127 2.1478 -1.1003
O 0.2528 1.4966 -0.4966
H 0.4255 1.8563 1.0587
H -0.5283 1.9328 2.3489
O 0.3743 2.0365 2.0512
H 3.0147 2.1181 -0.0278
H 1.9386 1.6777 -1.0275
O 2.9227 1.7502 -0.9092

Calculated values
LUMO level = 3.879 eV
Kohn-Sham gap = 9.20 eV
Net charge = -1
HOMO energy = -5.32 eV

Mulliken charges in e: -0.62 -0.68 0.17 0.22 0.34 0.55 0.28 -0.69 0.40 0.16 -1.09 0.43 0.26 -0.72 0.28 0.44 -0.71

2 | Below is 5 unconnected molecules or ions with the total composition CH11O5, with properties calculated with wB97M-V/def2-TZVPD.

Cartesian coordinates (Å):
C -0.4505 -0.7724 1.0027
O -0.1569 -0.6434 -0.3593
H -1.0177 0.1073 1.3382
H -1.0284 -1.6774 1.2306
H 0.4888 -0.7607 1.5858
H 1.8191 2.7301 2.0895
H 2.3780 1.5102 1.5021
O 2.6727 2.2944 1.9628
H -0.7831 -1.3986 -1.4109
H -0.6867 -2.6133 -2.3301
O -1.3118 -1.8908 -2.2191
H 2.5145 0.6189 -1.0422
H 1.1248 0.2411 -0.3657
O 1.9896 0.7416 -0.2522
H -1.8118 0.1573 -0.8140
H -3.2750 0.4694 -1.1166
O -2.4656 0.8864 -0.8016

Calculated values
LUMO level = 3.983 eV
Kohn-Sham gap = 8.74 eV
Net charge = -1
HOMO energy = -4.76 eV

Mulliken charges in e: -0.70 -0.91 0.25 0.25 0.23 0.30 0.35 -0.65 0.40 0.26 -0.75 0.24 0.47 -0.71 0.36 0.30 -0.69

Stability check: which of them is most stable? 1.

1 | Below is C7H8N2O3 in the gas phase, with properties calculated with wB97M-V/def2-TZVPD.

Cartesian coordinates (Å):
C -1.3488 -1.4796 0.5727
C -0.5950 -1.8460 -0.6174
C -1.4603 -0.2172 1.0484
C 0.0323 -0.9087 -1.3053
C -0.9256 0.9048 0.2868
C 0.0535 0.5095 -0.8432
C 0.9668 1.3687 -1.2973
N 2.0098 1.5323 1.0281
N 1.0354 1.3115 1.7664
O -0.1314 1.7171 1.3091
O 1.0915 0.5586 2.7436
O 3.1240 0.8974 1.5234
H -1.8434 -2.2702 1.0829
H -0.4773 -2.9129 -0.8742
H -1.9275 0.0966 2.0567
H 0.7214 -1.1917 -2.0825
H -1.7080 1.6977 -0.0437
H 1.7588 1.1411 -2.1007
H 1.1165 2.3878 -0.9364
H 2.6417 0.3283 2.2097

Calculated values
LUMO level = -0.157 eV
Kohn-Sham gap = 8.53 eV
Net charge = 0
HOMO energy = -8.69 eV
SMILES = C=C1C=CC=C[C@H]1O/[N+]([O-])=N/O

Mulliken charges in e: -0.24 -0.36 -0.59 -0.62 0.42 0.60 -0.95 -0.23 1.11 -0.44 -0.80 -0.41 0.40 0.34 0.29 0.35 0.19 0.24 0.33 0.36

2 | Below is a molecular structure, C7H8N2O3, with properties calculated with wB97M-V/def2-TZVPD.

Cartesian coordinates (Å):
C -0.4660 1.1441 -1.0914
C -1.8647 1.0730 -0.8150
C -1.4831 1.1697 0.6499
C -3.0982 -2.2969 0.7065
C 2.8006 -1.0660 -0.0172
C 2.3356 0.3347 -0.0185
C 1.0846 0.5718 0.7269
N -2.9692 0.9507 -1.4883
N -0.0988 0.9409 0.1954
O -2.2215 -1.5538 0.8532
O -1.7892 1.6460 1.6738
O -3.8176 -3.1572 0.6256
H 0.1992 1.2554 -1.9225
H 3.8316 -1.1387 0.3627
H 2.1672 -1.7155 0.5493
H 2.8551 -1.5333 -1.0800
H 3.0229 1.1198 0.2846
H 2.2406 0.6798 -1.0630
H 1.0662 0.6391 1.7804
H -3.7952 0.9364 -0.9128

Calculated values
LUMO level (spin up / spin down) = 0.209 / 0.210 eV
Kohn-Sham gap (spin up / spin down) = 7.72 / 7.71 eV
Net charge = 0
HOMO energy (spin up / spin down) = -7.51 / -7.50 eV

Mulliken charges in e: -0.55 0.47 0.34 0.63 -1.10 -0.35 -0.17 -0.84 0.10 -0.34 -0.50 -0.31 0.41 0.27 0.39 0.26 0.43 0.14 0.49 0.24

Stability check: which of them is most stable? 2.